Record 1
Entry from OMol25: an isolated molecule of C6H9NO3 (wB97M-V/def2-TZVPD).

Values from the calculation:
HOMO level, Ha: -0.366
SMILES: [H]/N=C(\O)[C@@]12COCO[C@@H]1C2

```
! wB97M-V def2-TZVPD RIJCOSX def2/J DEFGRID3
* xyz 0 1
H -3.5043 0.1500 0.3133
N -2.8185 -0.1461 -0.6808
C -1.7245 0.1563 -0.1751
O -2.2988 0.6461 1.3029
C -0.2991 -0.1324 -0.4244
C 0.4843 1.0430 -1.0074
O 1.8700 0.8977 -0.7778
C 2.1470 0.5959 0.5551
O 1.7678 -0.7182 0.8640
C 0.4384 -1.0142 0.5703
C 0.1053 -1.5369 -0.7915
H -1.6384 0.3171 1.9224
H 0.3405 1.1026 -2.0933
H 0.1352 1.9881 -0.5570
H 1.6230 1.3077 1.2198
H 3.2307 0.6589 0.7004
H -0.1147 -1.3998 1.4291
H -0.6820 -2.2840 -0.8805
H 0.9379 -1.6319 -1.4893
*
```

---

Record 2
Entry from OMol25: a structure of composition C24H20CoN4O3 (wB97M-V/def2-TZVPD).

Values from the calculation:
HOMO level (spin up / spin down), Ha: -0.262 / -0.266

```
! wB97M-V def2-TZVPD RIJCOSX def2/J DEFGRID3
* xyz 0 2
Co -0.1217 -0.4089 -0.4418
C -0.5043 -1.1170 -4.6763
O 0.5837 -2.0263 -4.7467
C 0.8702 -2.8161 -3.6668
C 1.4412 -4.0352 -3.9512
C 1.8243 -4.9215 -2.9411
C 1.6063 -4.5689 -1.6330
C 1.0306 -3.3299 -1.3121
C 0.8166 -3.0372 0.0893
N 0.3361 -1.9461 0.5279
N 0.1701 -1.8191 1.9157
C -0.4791 -0.7125 2.1463
O -0.9009 0.0951 1.2277
C -0.7592 -0.3472 3.5619
C -1.7371 0.6009 3.8442
C -1.9916 0.9717 5.1570
C -1.2601 0.4067 6.1941
C -0.2792 -0.5370 5.9142
C -0.0311 -0.9159 4.6023
C 0.6665 -2.4084 -2.3284
O 0.1601 -1.2301 -2.0801
H -0.7266 -0.8491 -5.7072
H -0.2478 -0.2262 -4.1064
H -1.3841 -1.5863 -4.2279
H 1.5864 -4.2819 -4.9970
H 2.2733 -5.8736 -3.1925
H 1.8742 -5.2448 -0.8272
H 1.0738 -3.7919 0.8319
H -2.2876 1.0385 3.0227
H -2.7609 1.7027 5.3735
H -1.4524 0.7014 7.2190
H 0.2924 -0.9787 6.7219
H 0.7212 -1.6584 4.3686
N 1.6030 0.8780 0.2856
C 1.0786 2.2137 0.1612
C 1.6195 3.2925 0.7884
C 1.0892 4.5920 0.6022
C 0.0399 4.7931 -0.2388
C -0.5540 3.6956 -0.9048
C -1.6382 3.8308 -1.8021
C -2.1631 2.7260 -2.3894
C -1.6372 1.4602 -2.0523
N -0.6444 1.3005 -1.2290
C -0.0571 2.3978 -0.6731
H 2.4474 0.7782 -0.2664
H 1.8367 0.6694 1.2493
H 2.4772 3.1458 1.4336
H 1.5367 5.4307 1.1181
H -0.3577 5.7874 -0.4028
H -2.0364 4.8165 -2.0137
H -2.9860 2.7957 -3.0877
H -2.0568 0.5471 -2.4614
*
```

---

Record 3
Entry from OMol25: a structure of composition C20H36BiCl2N2O3P (wB97M-V/def2-TZVPD).

Values from the calculation:
HOMO level, Ha: -0.231

```
! wB97M-V def2-TZVPD RIJCOSX def2/J DEFGRID3
* xyz 0 1
O -1.5650 -1.4176 -2.1231
C -1.2684 -0.2795 -2.6933
C -0.3058 -0.4233 -3.8768
C 1.0651 -0.6108 -3.6954
H 1.4729 -0.6649 -2.6774
C 1.8990 -0.6664 -4.8247
H 2.9801 -0.7931 -4.6942
C 1.3560 -0.5413 -6.1132
H 2.0081 -0.5521 -6.9889
C -0.0282 -0.3761 -6.2810
H -0.4738 -0.2702 -7.2734
C -0.8518 -0.3420 -5.1535
H -1.9357 -0.2307 -5.2457
H -2.2569 -0.0910 -3.1512
C -2.2688 1.5622 -1.1786
C -0.9889 1.0728 -1.8108
H -2.8354 2.1881 -1.8917
H -2.0704 2.1708 -0.2798
H -2.9173 0.7214 -0.9081
C -0.0419 1.9925 -2.2311
C -0.2285 3.4647 -2.2916
H 0.8996 1.6243 -2.6433
H -0.5978 3.7895 -3.2784
H 0.7338 3.9581 -2.1032
H -0.9440 3.8290 -1.5470
Bi 0.4908 0.9328 0.3881
Cl 2.8243 0.8041 -0.7178
Cl 0.3510 3.3630 1.0743
C 2.5106 1.5391 2.6690
O 1.5958 0.6590 2.5320
N 2.7572 2.1123 3.8305
C 2.0561 1.7084 5.0490
C 3.7895 3.1354 3.9445
H 3.1091 1.8777 1.8067
H 1.3015 0.9581 4.8089
H 1.5818 2.5872 5.4985
H 2.7861 1.3006 5.7567
H 4.1458 3.4008 2.9431
H 4.6328 2.7620 4.5382
H 3.3839 4.0280 4.4322
H -3.8949 -0.7787 3.8470
H -4.4673 -3.0251 2.2227
C -4.0800 -0.2940 2.8787
C -4.4324 -2.2825 1.4110
N -3.6103 -1.1318 1.7781
H -3.5602 0.6652 2.8478
C -2.4315 -0.9078 1.1961
O -1.6683 0.0352 1.5486
H -4.0086 -2.7553 0.5179
H -2.1623 -1.6014 0.3719
H -5.1589 -0.1450 2.7709
H -5.4614 -1.9578 1.2053
C 2.8168 -2.2466 1.1573
P 1.0420 -1.9835 0.8151
C 0.6591 -3.3003 -0.3826
C 0.3567 -2.6530 2.3700
H 3.3984 -2.0300 0.2519
H 2.9470 -3.2940 1.4737
H 3.1364 -1.5650 1.9593
H 1.0981 -4.2462 -0.0286
H -0.4306 -3.3925 -0.4898
H 1.0768 -3.0288 -1.3642
H 0.9041 -3.5758 2.6120
H 0.4896 -1.9117 3.1704
H -0.7107 -2.8766 2.2608
*
```

---

Record 4
Entry from OMol25: a cluster of 2 separate species, C4H13NO2S in total (wB97M-V/def2-TZVPD).

Values from the calculation:
HOMO level, Ha: -0.313
SMILES: CN[C@H](CO)CS.O

```
! wB97M-V def2-TZVPD RIJCOSX def2/J DEFGRID3
* xyz 0 1
C -1.1747 0.8590 -0.7762
N 0.0166 0.0150 -0.7914
C 0.3083 -0.7197 0.4252
C -0.7644 -1.7682 0.6780
O -0.2844 -2.8879 1.4192
C 0.5491 0.1917 1.6476
S 1.4987 -0.5773 2.9754
H -1.4031 1.1842 -1.7910
H -1.9987 0.2588 -0.3863
H -1.0757 1.7213 -0.1097
H 0.8334 0.5022 -1.1469
H 1.2371 -1.2649 0.2203
H -1.5560 -1.3485 1.3075
H -1.1515 -2.1061 -0.2904
H 0.6689 -3.0033 1.3348
H -0.4314 0.5092 2.0396
H 1.0889 1.0647 1.2756
H 0.4745 -1.2488 3.5066
O 1.2849 2.6438 -3.6344
H 0.3890 2.4453 -3.9451
H 1.4903 3.5294 -3.9583
*
```

---

Record 5
Entry from OMol25: a cluster of 2 separate species, C2H2ClIO in total (wB97M-V/def2-TZVPD).

Values from the calculation:
HOMO level, Ha: -0.336
SMILES: O=C=CI.Cl

```
! wB97M-V def2-TZVPD RIJCOSX def2/J DEFGRID3
* xyz 0 1
O 1.5326 -2.4796 0.1739
C 1.0446 -1.4419 -0.0361
C 0.4094 -0.2873 -0.0125
I 1.3751 1.5768 0.0860
H -0.6895 -0.4657 0.0218
Cl -2.4451 1.4915 0.0875
H -1.2271 1.6063 -0.3207
*
```

---

Record 6
Entry from OMol25: a cluster of 10 separate species, C60H50N10O20 in total (wB97M-V/def2-TZVPD).

Values from the calculation:
HOMO level, Ha: -0.362
SMILES: O=[N+]([O-])c1ccccc1.O=[N+]([O-])c1ccccc1.O=[N+]([O-])c1ccccc1.O=[N+]([O-])c1ccccc1.O=[N+]([O-])c1ccccc1.O=[N+]([O-])c1ccccc1.O=[N+]([O-])c1ccccc1.O=[N+]([O-])c1ccccc1.O=[N+]([O-])c1ccccc1.O=[N+]([O-])c1ccccc1

```
! wB97M-V def2-TZVPD RIJCOSX def2/J DEFGRID3
* xyz 0 1
O -4.9696 -3.5660 0.5640
N -4.5681 -4.2582 1.4814
O -3.9393 -5.3225 1.2560
C -4.7421 -3.7781 2.8965
C -4.1483 -4.5175 3.8801
C -4.0346 -3.9568 5.1846
C -4.4995 -2.6539 5.4526
C -5.1205 -1.9353 4.4409
C -5.3697 -2.5506 3.2258
H -3.5753 -5.4187 3.7192
H -3.6179 -4.4982 6.0211
H -4.3700 -2.3363 6.4767
H -5.5695 -0.9641 4.5875
H -5.8238 -1.9847 2.4259
O 5.8943 -1.8881 -4.6953
N 6.3561 -0.8519 -5.1860
O 6.6604 -0.7356 -6.3852
C 6.8704 0.1850 -4.2564
C 7.2328 -0.0449 -2.9718
C 7.8559 0.9611 -2.2043
C 7.8176 2.2853 -2.6500
C 7.2183 2.5861 -3.8899
C 6.8292 1.5060 -4.7191
H 7.2661 -1.0564 -2.5949
H 8.2304 0.6796 -1.2312
H 8.1971 3.0760 -2.0198
H 7.1064 3.6421 -4.0872
H 6.4446 1.6369 -5.7198
O -5.3742 2.3171 -6.7716
N -5.7778 1.1687 -6.8912
O -5.8108 0.4971 -7.9723
C -6.4684 0.5889 -5.7663
C -7.4359 -0.4350 -5.9364
C -8.1926 -0.8352 -4.8176
C -7.9505 -0.3103 -3.5779
C -7.0220 0.7254 -3.3998
C -6.3046 1.1664 -4.4906
H -7.6626 -0.8568 -6.9044
H -9.0653 -1.4525 -4.9719
H -8.6272 -0.5556 -2.7728
H -6.8156 1.0761 -2.3994
H -5.6239 1.9993 -4.3941
O -1.9786 -5.5458 -10.0060
N -2.4432 -6.2499 -9.0947
O -2.8253 -7.3738 -9.2661
C -2.5593 -5.6223 -7.7408
C -2.3605 -4.2126 -7.5878
C -2.3081 -3.7092 -6.3503
C -2.7221 -4.3625 -5.1898
C -3.0185 -5.7005 -5.3078
C -2.9239 -6.3272 -6.5871
H -2.1567 -3.6029 -8.4556
H -1.9916 -2.6888 -6.1923
H -2.6480 -3.9720 -4.1856
H -3.2797 -6.2956 -4.4453
H -3.0067 -7.4040 -6.5889
O -0.4373 2.6145 -7.4052
N 0.4227 2.8713 -6.5775
O 1.0137 2.0001 -5.9120
C 0.6570 4.3030 -6.1717
C 1.4593 4.6611 -5.0900
C 1.4422 5.9648 -4.5669
C 0.7804 6.9150 -5.2760
C 0.1269 6.6215 -6.4846
C -0.0598 5.2624 -6.8535
H 2.0130 3.8532 -4.6350
H 2.0215 6.3033 -3.7206
H 0.8396 7.9324 -4.9184
H -0.4544 7.4061 -6.9461
H -0.7211 5.0375 -7.6772
O 2.9335 -3.7810 13.6298
N 3.2744 -3.0640 12.6700
O 4.2836 -2.4069 12.6501
C 2.6149 -3.3656 11.3399
C 1.4746 -4.1381 11.2095
C 0.7805 -4.2583 10.0308
C 1.2471 -3.6488 8.8870
C 2.3530 -2.7783 8.9695
C 3.0863 -2.7702 10.1464
H 1.0328 -4.6503 12.0514
H -0.1552 -4.7952 9.9805
H 0.7754 -3.8046 7.9280
H 2.7221 -2.2670 8.0928
H 3.9501 -2.1226 10.1171
O 0.2335 1.3499 5.0606
N -0.2764 2.2039 4.3505
O -1.4273 2.6050 4.4893
C 0.5573 2.7669 3.2117
C 1.7882 2.1535 2.8729
C 2.4600 2.5597 1.7640
C 2.0233 3.6691 1.0402
C 0.8345 4.3016 1.3307
C 0.0876 3.8371 2.4359
H 2.2313 1.2564 3.2793
H 3.3844 2.1185 1.4216
H 2.6474 4.1033 0.2732
H 0.4435 5.0843 0.6975
H -0.8071 4.3867 2.6882
O -1.4419 1.2161 -1.1708
N -1.6237 0.4231 -0.2394
O -2.5655 0.3379 0.5729
C -0.7840 -0.7791 -0.1267
C 0.0096 -1.1804 -1.2329
C 0.9913 -2.1671 -1.1291
C 1.1418 -2.7527 0.1638
C 0.3026 -2.4324 1.2041
C -0.6490 -1.5011 1.0645
H -0.1835 -0.6881 -2.1746
H 1.6691 -2.4405 -1.9242
H 1.8732 -3.5217 0.3642
H 0.4304 -2.8269 2.2013
H -1.2770 -1.4519 1.9418
O 6.8756 -3.7553 3.9137
N 6.5995 -4.4739 4.8948
O 5.5869 -5.1467 5.0003
C 7.5552 -4.4574 6.0701
C 7.1473 -5.0281 7.2849
C 8.0398 -5.0979 8.3610
C 9.2723 -4.5652 8.2756
C 9.6883 -3.9092 7.0984
C 8.8304 -3.9047 6.0125
H 6.1252 -5.3301 7.4596
H 7.7016 -5.5656 9.2739
H 9.9035 -4.6588 9.1469
H 10.7161 -3.6166 6.9422
H 9.1629 -3.4190 5.1070
O -5.1209 9.5496 1.0564
N -4.2870 8.8154 0.5028
O -3.2365 8.4282 1.0052
C -4.5604 8.6115 -1.0142
C -4.0424 7.5149 -1.6524
C -4.3484 7.3946 -3.0585
C -5.0633 8.3663 -3.7609
C -5.5407 9.5071 -3.0227
C -5.3361 9.5959 -1.6636
H -3.5175 6.7560 -1.0912
H -3.9478 6.5344 -3.5742
H -5.1387 8.3580 -4.8382
H -6.1915 10.2539 -3.4528
H -5.7013 10.4496 -1.1121
*
```

---

Record 7
Entry from OMol25: an isolated molecule of C4H7FO (wB97M-V/def2-TZVPD).

Values from the calculation:
HOMO level, Ha: -0.360
SMILES: F[C@H]1CCOC1

```
! wB97M-V def2-TZVPD RIJCOSX def2/J DEFGRID3
* xyz 0 1
F 1.8298 0.6073 0.9393
C 0.6937 -0.0554 0.8098
C -0.5218 0.7880 0.4798
C -0.9249 0.4202 -0.9273
O -0.3777 -0.8614 -1.1790
C 0.7314 -1.0970 -0.2395
H 0.4335 -0.6465 1.7333
H -0.2605 1.8318 0.6727
H -1.4140 0.5666 1.1135
H -0.6023 1.1794 -1.6113
H -2.0723 0.3560 -1.0092
H 0.8164 -2.0734 -0.0002
H 1.6687 -1.0155 -0.7821
*
```

---

Record 8
Entry from OMol25: an isolated molecule of C3H4ClN3O (wB97M-V/def2-TZVPD).

Values from the calculation:
HOMO level, Ha: -0.293
SMILES: Nc1nc(O)c(Cl)[nH]1

```
! wB97M-V def2-TZVPD RIJCOSX def2/J DEFGRID3
* xyz 0 1
N -2.8287 -0.8947 -0.1713
C -1.4943 -0.3975 0.0080
N -1.3104 0.8553 0.0159
C -0.0115 1.0811 0.0142
O 0.5819 2.2638 -0.0370
C 0.7297 -0.0858 0.1125
Cl 2.2704 -0.8019 -0.0428
N -0.3839 -1.0212 0.0698
H -3.4089 -0.0869 -0.1939
H -3.1154 -1.3951 0.7256
H -0.1620 2.8664 0.1989
H -0.2494 -2.0255 0.0854
*
```

---

Quick rundown of relative energy (zero: lowest compared OMol25 entry of this formula, charge and spin), same order as above: 396.3, 13.1, 0.0, 75.9, 70.8, 552.7, 104.2, 98.3 kJ/mol